A structure of composition C33H33EuNO4. Source: the Open Molecules 2025 dataset; level of theory: ωB97M-V/def2-TZVPD.

Properties
HOMO level (spin up / spin down) = -10.023 / -10.040 eV
net charge = +1
energy = -63758.7927 eV
spin multiplicity = 7
HOMO-LUMO gap (spin up / spin down) = 0.2359 / 0.2802 Ha
molar mass = 659.59 g mol⁻¹
⟨S²⟩ = 12.0481
energy above the lowest of the compared OMol25 structures with the same formula, charge and spin = 0.000 eV

Last column: Löwdin spin population.
Cartesian coordinates (Å):
Eu (0.4242, 0.3290, -0.3687)  6.134
C (3.0581, -1.2521, 1.5135)  0.000
C (1.9448, -2.2890, 1.5826)  0.000
O (1.1524, -2.1175, 0.4217)  -0.004
C (0.1577, -3.1072, 0.1837)  0.000
C (-1.1084, -2.8068, 0.9785)  0.000
O (-1.4008, -1.4178, 0.8455)  -0.003
C (-1.9812, -0.8093, 1.9923)  0.000
C (-0.9262, -0.4606, 3.0338)  0.000
O (0.1587, 0.1529, 2.3573)  -0.004
C (1.2244, 0.5386, 3.2087)  0.000
C (2.4048, 0.9370, 2.3269)  0.000
O (2.5644, 0.0568, 1.2139)  -0.005
H (3.7326, -1.5169, 0.6991)  0.000
H (3.6194, -1.2412, 2.4495)  0.000
H (1.3435, -2.1810, 2.4909)  0.000
H (2.3972, -3.2853, 1.5855)  0.000
H (0.5349, -4.1022, 0.4281)  0.000
H (-0.0577, -3.0514, -0.8832)  0.000
H (-0.9848, -3.0676, 2.0333)  0.000
H (-1.9317, -3.3959, 0.5689)  0.000
H (-2.7367, -1.4569, 2.4416)  0.000
H (-2.4611, 0.1011, 1.6332)  0.000
H (-0.5720, -1.3537, 3.5638)  0.000
H (-1.3581, 0.2202, 3.7737)  0.000
H (1.4890, -0.2986, 3.8655)  0.000
H (0.9326, 1.3875, 3.8332)  0.000
H (3.3179, 0.9608, 2.9242)  0.000
H (2.2306, 1.9233, 1.8952)  0.000
C (-2.2343, 4.0559, 1.1703)  -0.001
C (-2.1136, 4.9173, 0.0909)  0.001
C (-1.3455, 4.5365, -0.9957)  -0.001
C (-0.7040, 3.2979, -1.0014)  -0.003
C (-0.7985, 2.3902, 0.0782)  -0.035
C (-1.5862, 2.8282, 1.1501)  -0.004
C (0.1388, 2.9412, -2.1648)  -0.002
C (-0.2490, 3.3121, -3.4741)  0.000
C (0.5483, 2.9930, -4.5308)  -0.001
C (1.7784, 2.3349, -4.3072)  0.000
C (2.6782, 2.0116, -5.3439)  0.000
C (3.8648, 1.3949, -5.0594)  0.000
C (4.2015, 1.0919, -3.7277)  0.000
C (3.3391, 1.3788, -2.7066)  0.000
C (2.0951, 1.9856, -2.9740)  0.000
N (1.2502, 2.2519, -1.9324)  -0.008
H (-2.8283, 4.3412, 2.0300)  0.000
H (-2.6064, 5.8806, 0.0947)  0.000
H (-1.2101, 5.2208, -1.8251)  0.000
H (-1.6923, 2.1912, 2.0264)  0.000
H (-1.2015, 3.8015, -3.6160)  0.000
H (0.2577, 3.2450, -5.5437)  0.000
H (2.4184, 2.2711, -6.3627)  0.000
H (4.5555, 1.1485, -5.8546)  0.000
H (5.1533, 0.6206, -3.5193)  0.000
H (3.5986, 1.1695, -1.6745)  0.000
C (3.1929, -2.8364, -4.4318)  0.000
C (3.3636, -2.3298, -3.1280)  0.001
C (2.3416, -1.6577, -2.5203)  -0.002
C (1.0896, -1.4516, -3.1561)  -0.006
C (0.0263, -0.7644, -2.4746)  -0.047
C (-1.1339, -0.5876, -3.2072)  -0.004
C (-1.2935, -1.0459, -4.5331)  -0.002
C (-0.2838, -1.7231, -5.1532)  0.002
C (0.9374, -1.9520, -4.4764)  -0.002
C (2.0096, -2.6457, -5.0876)  0.000
H (4.0047, -3.3723, -4.9065)  0.000
H (4.3124, -2.4681, -2.6228)  0.000
H (2.4804, -1.2569, -1.5180)  -0.001
H (-1.9801, -0.0674, -2.7590)  -0.001
H (-2.2247, -0.8582, -5.0543)  0.000
H (-0.3994, -2.0910, -6.1661)  0.000
H (1.8688, -3.0261, -6.0931)  0.000

A cluster of 2 separate species, C18H23BrFN3O4 in total in a non-equilibrium geometry. Source: the Open Molecules 2025 dataset; level of theory: ωB97M-V/def2-TZVPD.

Properties
HOMO level = -8.866 eV
energy = -104454.4102 eV
HOMO-LUMO gap = 0.3037 Ha
molar mass = 444.30 g mol⁻¹
structure (SMILES) = CCCCOc1nc2c(CC(=O)F)cccc2nc1CCCBr.C[N+](=O)[O-]
energy above the lowest of the compared OMol25 structures with the same formula, charge and spin = 3.330 eV

Last column: Löwdin charge in e.
Cartesian coordinates (Å):
C (-3.8827, -0.0685, -0.4879)  -0.124
C (-3.0536, -1.3669, -0.1425)  -0.254
C (-1.6194, -1.4150, -0.8743)  -0.154
C (-0.5477, -1.4058, 0.2713)  -0.208
O (0.8216, -1.5544, -0.1799)  -0.073
C (1.5330, -0.3651, -0.0525)  -0.231
N (1.8191, 0.2934, -1.1962)  0.212
C (2.5691, 1.4489, -0.9925)  -0.141
C (2.9926, 2.2480, -2.1775)  -0.134
C (2.6344, 1.7657, -3.6435)  -0.032
C (3.6735, 0.6183, -3.9958)  -0.391
O (3.4003, -0.3302, -4.6579)  0.140
F (5.0056, 0.6869, -3.5503)  0.039
C (3.7583, 3.4935, -2.0899)  -0.018
C (4.1198, 3.9747, -0.7198)  -0.069
C (3.7396, 3.1879, 0.4362)  -0.016
C (2.9536, 1.9014, 0.3558)  -0.179
N (2.6783, 1.2602, 1.5629)  0.169
C (1.9849, 0.1229, 1.2962)  -0.162
C (1.6169, -0.7803, 2.5474)  -0.146
C (2.9350, -1.0957, 3.3807)  -0.265
C (3.9985, -1.8468, 2.4736)  -0.586
Br (3.4414, -3.6905, 2.0076)  0.588
H (-3.8986, 0.1890, -1.5796)  0.076
H (-4.9293, -0.1805, -0.0458)  0.047
H (-3.4095, 0.7829, 0.0925)  0.077
H (-3.6375, -2.3184, -0.3259)  0.106
H (-2.8671, -1.3467, 0.9768)  0.100
H (-1.5557, -0.5222, -1.5495)  0.109
H (-1.6122, -2.3884, -1.4473)  0.120
H (-0.7651, -2.3119, 0.9202)  0.136
H (-0.6385, -0.5211, 0.9717)  0.134
H (2.8104, 2.5774, -4.3945)  0.125
H (1.6235, 1.2905, -3.6988)  0.124
H (4.0532, 4.0981, -2.9821)  0.109
H (4.6870, 4.9241, -0.5198)  0.100
H (4.0314, 3.5622, 1.4550)  0.105
H (1.1699, -1.7570, 2.2350)  0.080
H (0.9116, -0.1592, 3.1685)  0.124
H (2.6112, -1.8262, 4.1839)  0.106
H (3.3943, -0.1849, 3.8471)  0.110
H (4.2868, -1.2406, 1.5673)  0.071
H (4.9383, -1.9577, 3.0888)  0.062
C (-8.7422, -1.0031, 1.0562)  0.044
N (-7.6261, -1.2548, 0.1059)  -0.442
O (-6.5465, -1.5647, 0.5773)  0.044
O (-7.8746, -1.1320, -1.0772)  0.072
H (-8.3778, -1.1486, 2.0694)  0.094
H (-9.0737, 0.0224, 0.9083)  0.101
H (-9.5352, -1.7112, 0.8253)  0.101

A structure of composition C22H19Br12ClF9NO4S in a non-equilibrium geometry. Source: the Open Molecules 2025 dataset; level of theory: ωB97M-V/def2-TZVPD.

Properties
HOMO level = -9.558 eV
energy = -921117.7043 eV
HOMO-LUMO gap = 0.2914 Ha
molar mass = 1558.75 g mol⁻¹

Last column: Löwdin charge in e.
Cartesian coordinates (Å):
O (5.7094, 0.5223, -0.6265)  0.078
C (4.7142, 0.7361, 0.0956)  -0.372
N (4.6053, 1.7250, 1.2201)  0.059
C (3.2148, 2.2288, 1.3966)  -0.317
O (2.9135, 3.3293, 1.9034)  0.078
C (2.2956, 1.0461, 0.8565)  -0.039
C (3.2488, 0.1015, 0.0698)  -0.220
C (2.6821, -1.1817, -0.5797)  -0.034
C (1.1774, -1.5070, -0.4265)  -0.062
C (0.2305, -0.5341, 0.3822)  -0.056
C (-1.3025, -0.9238, 0.5508)  -0.166
C (-2.0653, -1.2616, -0.8137)  -0.230
C (-3.6386, -1.4555, -0.4608)  -0.205
C (-4.0445, -2.9879, -0.1924)  -0.246
S (-4.1091, -3.4639, 1.5949)  0.442
O (-5.1183, -4.5924, 1.7055)  -0.409
O (-4.6002, -2.3448, 2.4732)  -0.374
Cl (-2.3001, -4.2466, 2.3058)  0.346
C (0.7757, 0.7713, 1.0300)  -0.044
C (-0.1142, 1.8138, 1.8423)  -0.128
C (-0.5543, 3.1117, 1.0095)  -0.046
C (-2.0869, 3.1109, 0.5417)  -0.268
F (-2.1850, 4.1466, -0.4654)  0.034
F (-2.4361, 1.8969, -0.1535)  0.046
C (-3.1371, 3.5099, 1.6799)  -0.199
F (-2.8953, 2.7273, 2.8649)  0.071
F (-2.8395, 4.8534, 2.0662)  0.091
C (-4.6760, 3.2771, 1.3079)  -0.201
F (-5.0274, 1.9360, 1.0501)  0.106
F (-5.4352, 3.6737, 2.4624)  0.082
C (-5.2320, 4.1607, 0.0922)  -0.326
F (-4.9976, 3.5885, -1.1694)  0.111
F (-6.6557, 4.2055, 0.2517)  0.084
F (-4.8044, 5.4975, 0.0869)  0.119
H (4.7267, 1.0594, 2.0151)  0.052
H (3.4102, -1.8388, -1.1694)  0.116
H (0.7249, -2.4570, -0.8990)  -0.065
H (-1.9158, -0.1539, 1.1298)  0.097
H (-1.3228, -1.8843, 1.1974)  0.091
H (-1.8953, -0.4910, -1.6347)  0.084
H (-1.7010, -2.2889, -1.1839)  0.047
H (-3.8418, -0.8486, 0.4853)  0.096
H (-4.2617, -0.9627, -1.2947)  0.128
H (-3.3964, -3.7042, -0.8178)  0.108
H (-5.1170, -3.1198, -0.6011)  0.130
H (-0.9675, 1.2320, 2.3218)  0.107
H (0.5437, 2.1861, 2.7170)  0.131
H (-0.3200, 4.1087, 1.5074)  0.143
H (0.0642, 3.0950, 0.0324)  0.149
C (-0.7155, -3.7971, -4.0170)  -1.541
Br (-1.0814, -5.6816, -3.7426)  0.597
Br (-2.3265, -2.7252, -3.8822)  0.607
Br (0.6937, -3.1586, -2.8382)  0.701
H (-0.3484, -3.6887, -5.0369)  -0.056
C (-0.2465, -0.4513, -6.2181)  -1.604
Br (1.4041, -1.4678, -6.1384)  0.580
Br (-0.7397, 0.2633, -4.4837)  0.540
Br (-0.1744, 0.9334, -7.5731)  0.584
H (-1.0336, -1.1444, -6.5123)  -0.035
C (9.0868, -0.5384, 0.0433)  -1.615
Br (9.6804, -0.8148, 1.8701)  0.541
Br (10.0432, 0.9154, -0.8122)  0.561
Br (9.1770, -2.1724, -0.9980)  0.552
H (8.0380, -0.2468, 0.0886)  -0.059
C (4.5027, -1.4158, 4.1543)  -1.557
Br (6.2857, -2.1653, 4.2874)  0.571
Br (3.9840, -1.1357, 2.3024)  0.858
Br (3.1953, -2.4745, 5.1193)  0.577
H (4.5325, -0.4362, 4.6296)  -0.021

A cluster of 2 separate species, C2Cl2N2O2 in total in a non-equilibrium geometry. Source: the Open Molecules 2025 dataset; level of theory: ωB97M-V/def2-TZVPD.

Properties
HOMO level (spin up / spin down) = -10.368 / -9.252 eV
energy = -34188.3307 eV
HOMO-LUMO gap (spin up / spin down) = 0.3109 / 0.2839 Ha
molar mass = 154.94 g mol⁻¹
energy above the lowest of the compared OMol25 structures with the same formula, charge and spin = 2.262 eV

Last column: Löwdin charge in e.
Cartesian coordinates (Å):
C (0.8015, -1.2231, 0.3880)  -0.382
C (1.2501, 0.0619, 0.1786)  -1.167
N (0.4246, -2.3033, 0.5575)  0.186
N (-1.6075, 0.4510, -0.3916)  -0.232
O (-2.0865, 0.1271, -1.4192)  0.128
O (-1.8618, 1.1477, 0.5245)  0.070
Cl (0.9417, 1.2527, 1.3705)  0.703
Cl (2.1380, 0.4861, -1.2082)  0.693